C19H21ClN4O2 | ωB97M-V with the def2-TZVPD basis set

Computed properties:
- E: -42623.388 eV
- Multiplicity: 1
- Energy relative to the best compared isomer or geometry (same formula, charge and spin): 0.0 kJ/mol
- SMILES: O=C(CN1CCCC1)Nc1ccc(NC(=O)Nc2ccccc2Cl)cc1
- Gap between HOMO and LUMO: 8.70 eV

Each line ends with the natural charge from an NBO analysis.
Cartesian coordinates (Å):
O 2.09484 2.87254 0.84458  -0.606
C 2.25157 1.95260 0.07418  0.674
N 1.29378 1.39292 -0.70887  -0.638
C -0.08360 1.59955 -0.69992  0.223
C -0.68802 2.62468 0.02228  -0.250
C -2.06451 2.72072 0.06094  -0.212
C -2.86079 1.80452 -0.61841  0.123
C -2.25263 0.83732 -1.41464  -0.225
C -0.87933 0.72988 -1.44394  -0.242
H -0.41406 -0.03995 -2.04242  0.211
H -2.85922 0.16210 -1.99803  0.228
N -4.25639 1.85788 -0.48489  -0.641
C -5.14134 0.81399 -0.43417  0.790
O -6.31962 0.96505 -0.67466  -0.627
N -4.63759 -0.42626 -0.09874  -0.646
C -3.47679 -0.75447 0.59137  0.122
C -2.97678 0.04268 1.62002  -0.173
C -1.79857 -0.28687 2.26059  -0.211
C -1.10914 -1.43586 1.91132  -0.223
C -1.61407 -2.26882 0.92830  -0.223
C -2.78528 -1.92772 0.27792  -0.058
Cl -3.40358 -2.96564 -0.96707  -0.003
H -1.09997 -3.17799 0.65775  0.227
H -0.18798 -1.69394 2.41022  0.217
H -1.42072 0.35461 3.04127  0.222
H -3.52467 0.92496 1.91011  0.221
H -5.23323 -1.19744 -0.37149  0.426
H -4.69576 2.76636 -0.53571  0.417
H -2.53043 3.50251 0.64214  0.215
H -0.07519 3.32027 0.57031  0.256
H 1.62377 0.59996 -1.25168  0.423
C 3.60591 1.27959 -0.15102  -0.310
N 3.43382 -0.11771 -0.48056  -0.454
C 3.01859 -0.94412 0.64258  -0.230
H 2.00099 -0.69295 0.94726  0.209
C 3.14480 -2.36529 0.09512  -0.409
H 3.36075 -3.08244 0.88431  0.214
H 2.21536 -2.66119 -0.38990  0.207
C 4.28438 -2.26926 -0.93713  -0.412
H 5.15365 -2.85135 -0.63699  0.212
H 3.95488 -2.63289 -1.90884  0.211
C 4.62185 -0.77437 -1.00203  -0.215
H 4.81957 -0.42875 -2.01850  0.203
H 5.50648 -0.55391 -0.38248  0.165
H 3.68572 -0.80155 1.50945  0.167
H 4.22802 1.44355 0.74427  0.200
H 4.09052 1.78249 -0.99420  0.224

Cartesian forces (eV/Å) of the 6 atoms listed first:
-0.008 0.233 0.211
0.235 -0.244 -0.197
0.042 -0.222 -0.345
-0.346 0.192 0.124
0.177 0.089 0.004
-0.228 -0.261 -0.231